Record 1
Formula: C28H57BrO15P4
Source: the OMol25 dataset
Level of theory: the ωB97M-V functional and the def2-TZVPD basis

Results
2S+1 ... 1
E_LUMO ... -1.80 eV
Energy relative to the best compared isomer or geometry (same formula, charge and spin) ... 483.94 kcal per mole
SMILES string ... O=C(OCCCc1ccccc1)P(O)Br.CCOP(=O)(OCC)OCC.CCOP(=O)(OCC)OCC.CCOP(=O)(OCC)OCC
Charge ... 0

Cartesian coordinates (Å):
O 0.9354 -2.4334 -2.5331
C 0.8946 -1.4912 -1.5714
O 2.1137 -0.7125 -1.2673
C 2.0521 0.6246 -1.9416
C 1.1393 1.6958 -1.0465
C 2.0754 2.9694 -0.5005
C 2.6541 2.4495 0.9803
C 1.5775 2.4982 2.2191
C 2.0734 1.9605 3.6878
C 3.6262 1.4047 3.8056
C 4.7045 1.3626 2.5583
C 4.2049 1.9059 1.0656
P -0.8028 -1.2643 -0.6620
O -1.5746 -2.8280 -0.5389
Br -2.2077 -0.0315 -1.9960
H 1.5213 0.5457 -2.9881
H 3.1771 0.9797 -2.0341
H 0.1663 2.0456 -1.5948
H 0.7952 1.0751 -0.0865
H 1.4325 3.9677 -0.3915
H 2.9773 3.2093 -1.2067
H 0.4743 2.8915 2.0005
H 1.2874 1.9704 4.5585
H 3.9618 1.0069 4.8562
H 5.8181 0.9706 2.6420
H 4.9028 1.8810 0.1015
H -2.2864 -2.8150 0.1937
O -4.7504 -7.6511 0.2878
P -4.5830 -7.2149 1.7639
O -5.3238 -5.7398 1.5634
C -6.5976 -5.6475 0.9493
C -7.7029 -5.6580 1.9860
O -3.0174 -6.6794 1.5942
C -2.1604 -7.2871 0.6386
C -2.1444 -6.4709 -0.6437
O -4.3958 -6.7276 3.4132
C -5.4566 -6.8792 4.3325
C -6.0528 -8.2712 4.3325
H -6.7629 -6.4441 0.2214
H -6.6253 -4.6995 0.4051
H -7.7510 -6.6249 2.4902
H -8.6761 -5.4727 1.5206
H -7.5296 -4.8913 2.7484
H -2.4488 -8.3258 0.4552
H -1.1523 -7.3086 1.0681
H -3.1523 -6.2679 -1.0174
H -1.5815 -6.9890 -1.4254
H -1.6775 -5.4959 -0.4674
H -6.2125 -6.1157 4.1498
H -5.0487 -6.6717 5.3276
H -6.4352 -8.5452 3.3459
H -6.8760 -8.3311 5.0512
H -5.2956 -9.0132 4.6050
O -7.7241 4.1267 0.9651
P -6.2435 3.8380 0.6161
O -5.6665 4.1861 2.1363
C -6.2423 3.5859 3.2837
C -5.4888 2.3312 3.6768
O -5.9463 5.3287 -0.0591
C -6.9952 6.0361 -0.7042
C -7.6092 7.0471 0.2507
O -4.5891 3.5154 0.2263
C -4.0067 2.2681 0.5395
C -4.8270 1.0886 0.0607
H -7.2997 3.3555 3.1414
H -6.1752 4.3141 4.0966
H -5.6065 1.5557 2.9177
H -5.8624 1.9328 4.6253
H -4.4184 2.5363 3.7825
H -7.7452 5.3489 -1.1053
H -6.5581 6.5636 -1.5597
H -7.9002 6.5930 1.2025
H -8.4915 7.5148 -0.1956
H -6.8838 7.8317 0.4909
H -3.8077 2.2142 1.6096
H -3.0292 2.2394 0.0463
H -5.8318 1.0961 0.4909
H -4.3388 0.1493 0.3388
H -4.9395 1.1157 -1.0278
O 9.0312 2.1199 -5.1746
P 9.4772 2.3001 -3.7029
O 8.0126 1.8557 -3.0529
C 7.3819 0.6496 -3.4477
C 7.7370 -0.4831 -2.5056
O 9.2262 3.9438 -3.6615
C 9.3823 4.7144 -4.8441
C 8.0317 4.9384 -5.5048
O 9.9754 2.5014 -2.0585
C 10.3938 1.3914 -1.2930
C 11.4420 0.5476 -1.9877
H 7.6300 0.3716 -4.4738
H 6.3029 0.8226 -3.4100
H 8.7969 -0.7322 -2.5826
H 7.1619 -1.3834 -2.7438
H 7.5334 -0.2043 -1.4665
H 10.0960 4.2464 -5.5277
H 9.8088 5.6809 -4.5526
H 7.4839 4.0032 -5.6536
H 8.1518 5.4292 -6.4748
H 7.3994 5.5700 -4.8715
H 9.5269 0.7992 -1.0007
H 10.8197 1.7863 -0.3644
H 11.0805 0.1649 -2.9456
H 11.7216 -0.3034 -1.3587
H 12.3387 1.1410 -2.1924

Record 2
Formula: C8H12FN2O
Source: the OMol25 dataset
Level of theory: the ωB97M-V functional and the def2-TZVPD basis

Results
2S+1 ... 1
E_LUMO ... -4.63 eV
Energy relative to the best compared isomer or geometry (same formula, charge and spin) ... 0.00 kcal per mole
SMILES string ... C[C@](N)(C=O)[C@H]1C[NH+]=CC=C1F
Charge ... +1

Cartesian coordinates (Å):
C -1.2414 1.7545 -0.5226
C 0.2482 -0.0841 -0.9839
C -2.1220 0.7989 -0.0863
C -0.0387 1.4092 -1.0834
C -0.0235 -0.8034 1.6761
C -1.0031 -0.8342 -1.3785
C 2.0065 -1.2174 0.5253
C 0.8570 -0.1732 0.5420
N 1.1678 1.2294 0.8449
N -2.0773 -0.4088 -0.5453
O -0.9238 -1.5453 1.4406
F 0.8262 2.1493 -1.5903
H -1.3049 2.8209 -0.2197
H 1.0783 -0.6228 -1.6114
H -2.9045 1.0488 0.7191
H 0.2809 -0.5280 2.6793
H -1.1998 -0.5471 -2.4652
H -0.8404 -1.8763 -1.1703
H 1.3928 -2.0947 0.2044
H 2.5193 -1.4961 1.5112
H 2.7379 -0.7788 -0.1838
H 1.9447 1.4187 0.1927
H 1.4006 1.3748 1.8281
H -2.7808 -0.9941 -0.3227

Record 3
Formula: C29H57BBr2FIN3O10
Source: the OMol25 dataset
Level of theory: the ωB97M-V functional and the def2-TZVPD basis

Results
2S+1 ... 1
E_LUMO ... -2.51 eV
Charge ... +1

Cartesian coordinates (Å):
C 2.8873 4.9688 2.0520
C 2.5749 3.5234 1.6858
O 1.1811 3.3082 1.4748
C 0.7298 3.3175 0.1333
C -0.0598 2.0515 -0.2371
C 0.6376 0.7653 0.2102
F 2.0191 1.0450 0.0691
C 0.3796 0.3311 1.6736
C -0.6646 1.1313 2.4786
C -2.0992 1.3169 2.0257
O -2.5761 2.3940 1.8974
O -2.8078 0.2073 1.8300
C 0.3237 -1.1935 1.9351
O -0.9115 -1.7667 1.7695
C -1.4193 -2.6938 2.7500
C -1.5314 -2.2301 4.2170
C -2.8503 -1.5522 4.5967
O -1.3487 -3.3877 5.0344
N 1.4088 -1.9157 1.0845
C 2.7745 -1.3607 1.4890
C 3.1223 -1.0248 2.9552
O 4.1478 -0.0526 2.9133
C 1.4422 -3.3618 1.4749
B 1.9560 -3.7699 2.9473
O 2.9309 -4.7227 3.0716
O 1.3174 -3.2849 4.0450
C 1.1035 -1.7546 -0.4853
C 0.1201 -2.9211 -0.9203
C 0.5759 -4.3870 -1.2199
C 0.3722 -4.8128 -2.6777
I -0.5900 -5.7956 -0.0177
C 2.3194 -1.9405 -1.4834
Br 4.0778 -0.9984 -1.2234
C 2.0776 -1.4876 -2.9592
C 0.8324 -1.7487 -3.8117
C 0.3948 -0.3854 -0.7713
Br -1.5460 -0.4458 -1.0482
H 3.1058 5.5847 1.1789
H 3.7319 5.0182 2.7408
H 2.0264 5.3934 2.5721
H 2.8606 2.8629 2.5100
H 3.1307 3.2076 0.7978
H 1.5607 3.4835 -0.5588
H 0.0401 4.1582 0.0021
H -0.1162 2.0489 -1.3314
H -1.0769 2.1457 0.1220
H 1.3116 0.6172 2.1697
H -0.6948 0.7080 3.4914
H -0.2760 2.1407 2.5855
H -3.7180 0.5076 1.6506
H 0.6395 -1.3293 2.9664
H -2.4168 -2.9335 2.3749
H -0.8613 -3.6331 2.7518
H -0.6873 -1.5923 4.4915
H -2.7581 -0.4667 4.6000
H -3.1167 -1.8517 5.6092
H -3.6501 -1.7875 3.8938
H -1.9758 -4.0728 4.7653
H 2.8858 -0.4169 0.9792
H 3.5172 -2.0498 1.0952
H 2.3206 -0.5657 3.5257
H 3.4693 -1.8902 3.5255
H 4.9379 -0.4091 2.4858
H 2.1052 -3.8606 0.7727
H 0.4472 -3.7806 1.3800
H 3.7476 -4.5745 2.5808
H 1.9007 -3.1714 4.8081
H -0.3706 -2.5883 -1.8225
H -0.6703 -2.9532 -0.1759
H 1.5947 -4.6280 -0.9376
H 1.3136 -4.6935 -3.2246
H -0.3767 -4.2015 -3.1765
H 0.1040 -5.8624 -2.7653
H 2.6899 -2.9591 -1.4215
H 2.9405 -1.8709 -3.5064
H 2.2281 -0.4057 -2.9654
H 0.9279 -1.0735 -4.6662
H 0.8125 -2.7438 -4.2454
H -0.1230 -1.5031 -3.3543
H 0.7248 -0.0171 -1.7350
C -6.2117 3.2492 -2.4705
C -6.7971 3.6982 -1.1481
O -7.9992 3.7383 -0.9597
N -5.9212 4.0554 -0.1697
C -4.4715 4.0571 -0.2160
H -7.0375 3.0027 -3.1305
H -5.6139 4.0396 -2.9255
H -5.5791 2.3693 -2.3449
H -6.3701 4.3516 0.6830
H -4.0600 3.3987 0.5498
H -4.0807 5.0627 -0.0472
H -4.1330 3.7177 -1.1904
C -0.4126 1.5950 -5.7300
C 0.0649 2.2576 -4.4580
O -0.6946 2.4750 -3.5255
N 1.3757 2.6109 -4.3891
C 2.4071 2.4360 -5.3939
H -1.4716 1.3839 -5.6184
H -0.2695 2.2483 -6.5909
H 0.1207 0.6622 -5.9163
H 1.6293 3.0645 -3.5247
H 3.2251 1.8230 -5.0113
H 2.8185 3.3982 -5.7003
H 1.9944 1.9483 -6.2709

Record 4
Formula: C17H13ClI2N3O6SSeTa
Source: the OMol25 dataset
Level of theory: the ωB97M-V functional and the def2-TZVPD basis

Results
2S+1 ... 2
E_LUMO (spin up / spin down) ... 2.08 / 2.05 eV
Energy relative to the best compared isomer or geometry (same formula, charge and spin) ... 8.00 kcal per mole
Charge ... -1

Cartesian coordinates (Å):
Ta -0.3915 0.4308 0.7308
O 1.2456 1.5330 1.5144
N 1.1007 2.8246 1.6849
C 1.5976 3.3764 2.8321
C 1.3738 4.6941 3.1076
C 0.7411 5.5111 2.1930
C 0.4078 4.9785 0.9918
C 0.5233 3.5926 0.7067
S -0.1457 2.7003 -0.5638
H 1.9494 2.6686 3.5622
H 1.6118 5.0937 4.0871
H 0.4957 6.4939 2.5402
H -0.1295 5.5101 0.2295
Cl -0.1163 -1.6717 -5.9990
C -0.6110 -1.0801 -4.4561
C -1.9618 -1.0212 -4.1807
C -2.4126 -0.6548 -2.9148
I -4.3449 -0.0577 -2.7264
C -1.5074 -0.2647 -1.9191
O -1.8508 0.3048 -0.8392
C -0.1135 -0.4327 -2.2475
N 0.7029 -0.1193 -1.2024
C 1.9890 -0.1647 -1.3829
C 2.5821 -0.5573 -2.5843
C 1.7663 -0.8436 -3.6405
C 0.3648 -0.7500 -3.5131
H -2.6554 -1.2868 -4.9420
H 2.6172 0.0775 -0.5251
H 3.6208 -0.7101 -2.7191
H 2.1543 -1.2517 -4.5446
O 2.2019 -0.3535 3.6344
Se 1.0200 -1.1144 2.8143
O -0.4213 -0.2124 2.8152
O 1.1477 -1.0879 1.1580
O 0.5995 -2.5623 3.4076
C -0.7294 -4.7056 1.1810
C -2.0319 -3.9211 1.4142
C -1.8840 -2.5146 1.0027
N -1.5006 -1.4804 0.7658
H -0.0737 -4.6978 2.0846
H -0.1257 -4.1879 0.4385
H -1.0108 -5.7215 0.8377
H -2.2723 -3.8845 2.4546
H -2.9568 -4.3272 0.8967
I -2.5662 1.8476 1.8152

Record 5
Formula: C45H47N6O4S3W
Source: the OMol25 dataset
Level of theory: the ωB97M-V functional and the def2-TZVPD basis

Results
2S+1 ... 3
E_LUMO (spin up / spin down) ... -4.45 / -4.23 eV
Energy relative to the best compared isomer or geometry (same formula, charge and spin) ... 110.28 kcal per mole
Charge ... +1

Cartesian coordinates (Å):
W 0.7732 -0.1509 -0.0067
C -0.2574 -4.2230 -3.5795
C 0.7234 -4.0809 -2.4127
C 1.7239 -5.2512 -2.4194
C 0.0245 -4.0063 -1.0733
C -1.0121 -4.8958 -0.7880
C -1.8830 -4.8555 0.2677
C -2.1067 -3.7221 1.1946
C -0.9132 -2.8544 1.6184
C -0.9697 -2.3692 3.0653
C -2.2086 -1.5142 3.3253
C -0.8774 -3.5226 4.0699
C 0.4836 -3.0471 -0.0470
N 1.5808 -2.2228 -0.3219
C 2.8429 -2.6655 -0.1911
O 3.1880 -3.7924 0.1199
C 3.7381 -1.5068 -0.4144
C 5.0921 -1.6001 -0.6463
C 5.8169 -0.4368 -0.8601
C 5.1480 0.7727 -0.7967
C 3.7898 0.7650 -0.5426
N 3.0740 -0.3417 -0.3709
C 2.9952 2.0090 -0.4575
O 3.5057 3.0875 -0.6833
N 1.7039 1.7696 -0.1006
C 0.9280 2.9910 -0.1280
C 0.9898 3.9120 0.9259
C 0.0117 4.9145 0.9348
C -0.8722 5.0851 -0.1072
C -0.7804 4.2770 -1.2310
C 0.1092 3.2182 -1.2648
C 0.2380 2.3567 -2.5210
C -0.9850 2.3513 -3.4381
C 1.4367 2.8031 -3.3759
C 2.0697 4.1040 2.0024
C 2.7972 5.4172 1.6518
C 3.1637 3.0647 2.2843
H 0.2841 -4.1640 -4.5245
H -1.0043 -3.4310 -3.5588
H -0.7764 -5.1821 -3.5573
H 1.2821 -3.1529 -2.5492
H 1.1979 -6.2001 -2.2979
H 2.4499 -5.1550 -1.6138
H 2.2581 -5.2778 -3.3706
H -1.1590 -5.7019 -1.4983
H -2.6336 -5.6332 0.3295
H -2.6244 -4.0789 2.0851
H -0.0931 -1.7348 3.1974
H -3.0986 -2.1348 3.4443
H -2.3991 -0.8180 2.5088
H -2.0704 -0.9448 4.2457
H -1.6707 -4.2573 3.9205
H -0.9910 -3.1215 5.0767
H 0.0836 -4.0405 4.0293
H 5.5408 -2.5842 -0.6539
H 6.8776 -0.4740 -1.0674
H 5.6363 1.7274 -0.9328
H -0.0196 5.5976 1.7769
H -1.6146 5.8723 -0.0627
H -1.4299 4.4676 -2.0746
H 0.4091 1.3123 -2.1902
H -1.1313 3.3419 -3.8713
H -1.8940 2.0576 -2.9261
H -0.8060 1.6650 -4.2684
H 1.1595 3.7093 -3.9171
H 1.6873 2.0376 -4.1141
H 2.3217 3.0320 -2.7957
H 1.5236 4.2681 2.9377
H 3.2647 5.3207 0.6714
H 3.5763 5.6216 2.3889
H 2.1168 6.2673 1.6265
H 3.9965 3.1879 1.5937
H 2.8260 2.0367 2.2412
H 3.5528 3.2373 3.2889
O -3.3658 0.3436 0.5624
S -2.5447 1.4735 0.2519
O -2.6460 2.0448 -1.0459
N -0.9263 1.0956 0.6578
C -0.7318 1.4058 1.9216
S 0.6048 0.6573 2.6162
C -1.7236 2.2858 2.5274
C -1.7246 2.8619 3.7860
C -2.7494 3.7444 4.0996
C -3.7490 4.0393 3.1788
C -3.7642 3.4382 1.9219
C -2.7375 2.5768 1.6257
H -0.9370 2.6380 4.4948
H -2.7697 4.2170 5.0723
H -4.5334 4.7348 3.4437
H -4.5456 3.6505 1.2044
N 0.3744 -3.6557 1.3747
C -0.4436 -1.8881 0.4991
N -0.9110 -1.1500 -0.5390
C -1.8738 -1.4410 -1.4842
C -1.7409 -0.9040 -2.7699
C -2.7032 -1.1187 -3.7337
C -3.8041 -1.9165 -3.4460
C -3.9356 -2.4750 -2.1867
C -2.9999 -2.2277 -1.1839
S -3.4816 -2.7040 0.4455
H 1.1537 -3.3726 1.9668
H 0.2845 -4.6721 1.3774
H -0.8521 -0.3169 -2.9757
H -2.5855 -0.6856 -4.7185
H -4.5570 -2.1002 -4.2001
H -4.7915 -3.0916 -1.9448

Record 6
Formula: C40H33LaN11O2PS2
Source: the OMol25 dataset
Level of theory: the ωB97M-V functional and the def2-TZVPD basis

Results
2S+1 ... 1
E_LUMO (spin up / spin down) ... -1.49 / -1.49 eV
Energy relative to the best compared isomer or geometry (same formula, charge and spin) ... 0.00 kcal per mole
Charge ... 0

Cartesian coordinates (Å):
La 0.4093 0.2524 0.0494
C 5.3650 3.2077 0.1198
C 4.2440 3.9569 -0.2116
C 2.9936 3.5910 0.2523
C 2.8415 2.4628 1.0624
C 3.9745 1.7156 1.3897
C 5.2233 2.0866 0.9216
N 1.5756 2.0078 1.4645
C 0.8044 2.7711 2.2554
C 1.2187 4.0146 2.8200
C 0.4203 4.7145 3.6859
C -0.8485 4.2531 4.0657
C -1.2862 3.0561 3.5584
C -0.4945 2.3268 2.6602
N -0.9288 1.1098 2.1466
N -1.9989 0.5914 2.5933
C -2.4115 -0.5963 1.9491
C -3.5290 -1.2129 2.5099
C -4.0475 -2.3243 1.8716
C -3.4483 -2.7590 0.7004
C -2.3360 -2.0860 0.2230
N -1.8048 -1.0329 0.8417
H 6.3398 3.4950 -0.2507
H 4.3452 4.8298 -0.8442
H 2.1163 4.1617 -0.0277
H 3.8590 0.8366 2.0140
H 6.0897 1.4929 1.1842
H 2.2003 4.3916 2.5728
H 0.7887 5.6469 4.0955
H -1.4601 4.8280 4.7460
H -2.2527 2.6538 3.8256
H -3.9631 -0.7987 3.4065
H -4.9152 -2.8306 2.2718
H -3.8304 -3.6058 0.1501
H -1.8391 -2.3811 -0.6952
S -1.8120 0.4399 -2.0634
C -0.8532 -0.6774 -2.9751
S 0.3566 -1.6530 -2.1982
C -0.9715 -0.7341 -4.3616
C -1.6828 0.2750 -5.0388
N -2.1730 1.1866 -5.5546
C -0.2598 -1.6600 -5.1530
N 0.2994 -2.4154 -5.8197
N -0.9409 3.2232 -0.8381
N -0.5900 3.3549 -2.1992
C 0.2690 2.4545 -2.7185
N 0.4090 2.3546 -4.0301
N 1.0638 1.8885 -1.8010
N 2.0861 1.0910 -2.1914
O 2.5635 0.4943 -1.2113
O 2.5159 0.9668 -3.3162
H -1.8780 2.8432 -0.7591
H -0.8923 4.1344 -0.4012
H -1.3298 3.6438 -2.8243
H -0.3871 2.5570 -4.6275
H 1.0751 1.6804 -4.3732
C 3.6298 -2.2020 5.2297
C 3.6865 -3.4041 4.5371
C 3.0905 -3.5157 3.2942
C 2.4277 -2.4241 2.7340
C 2.3750 -1.2230 3.4339
C 2.9760 -1.1119 4.6800
P 1.6650 -2.5004 1.0887
C 0.4239 -3.8203 1.1814
C 0.0654 -4.5389 0.0404
C -0.9237 -5.5063 0.1092
C -1.5840 -5.7492 1.3056
C -1.2566 -5.0136 2.4327
C -0.2561 -4.0582 2.3742
C 3.0149 -3.1388 0.0603
C 3.1481 -4.4552 -0.3684
C 4.2495 -4.8317 -1.1217
C 5.2281 -3.9055 -1.4429
C 5.1112 -2.5962 -1.0007
C 4.0110 -2.2143 -0.2543
H 4.1015 -2.1181 6.1999
H 4.2013 -4.2532 4.9672
H 3.1424 -4.4503 2.7482
H 1.8680 -0.3594 3.0111
H 2.9320 -0.1723 5.2143
H 0.5431 -4.3355 -0.9076
H -1.1802 -6.0659 -0.7812
H -2.3550 -6.5071 1.3556
H -1.7741 -5.1873 3.3671
H 0.0009 -3.5040 3.2675
H 2.4053 -5.1953 -0.1168
H 4.3372 -5.8554 -1.4604
H 6.0792 -4.2013 -2.0414
H 5.8682 -1.8642 -1.2485
H 3.9284 -1.1830 0.0718